{"formula": "C3H4F3NO3", "method": "ωB97M-V with the def2-TZVPD basis set", "e_homo_ev": [-9.6, -9.6], "e_lumo_ev": [-1.972, -0.759], "relative_energy_kcal_mol": 152.4, "homo_lumo_gap_ha": [0.280, 0.324], "elements": ["C", "C", "C", "N", "O", "O", "O", "F", "F", "F", "H", "H", "H", "H"], "xyz": [[-0.5759, -0.6532, 0.3420], [0.4408, 1.7643, 0.2216], [-0.3595, 2.2551, 1.4089], [1.6519, 1.0830, 0.4523], [2.0619, 0.7036, 1.5237], [2.2668, 1.0051, -0.6388], [0.3097, 2.3481, -0.9679], [-0.1789, 1.3560, 2.3705], [-1.6629, 2.3680, 1.1443], [0.0881, 3.3584, 1.9081], [0.1679, -1.1005, -0.1444], [-1.3461, -0.0302, -0.2192], [-0.7753, -0.8225, 1.3905], [1.1960, 1.9378, -1.2390]]}



{"formula": "C3H4F9K6O11S3", "method": "ωB97M-V with the def2-TZVPD basis set", "e_homo_ev": -10.9, "charge": 3, "e_lumo_ev": -8.025, "homo_lumo_gap_ha": 0.106, "elements": ["K", "K", "K", "K", "K", "K", "C", "F", "F", "F", "S", "O", "O", "O", "C", "F", "F", "F", "S", "O", "O", "O", "C", "F", "F", "F", "S", "O", "O", "O", "O", "H", "H", "O", "H", "H"], "xyz": [[2.2991, 7.8987, 1.2596], [-2.5593, -5.5150, -2.6575], [3.5892, 4.6064, -4.4537], [5.1249, 0.1365, 5.3802], [-7.0424, 2.0508, -2.3566], [-0.6706, -0.0633, -6.7896], [-6.5771, -1.4555, 3.8985], [-5.6659, -2.2100, 4.5005], [-7.6118, -1.2360, 4.6497], [-5.9977, -0.3357, 3.5764], [-7.1289, -2.3925, 2.2323], [-8.3318, -3.2409, 2.6555], [-7.4724, -1.4161, 1.2218], [-6.0174, -3.2324, 1.7204], [0.3192, 1.2881, 1.1042], [-0.6727, 1.0750, 2.0584], [0.7805, 2.5033, 1.2880], [1.1399, 0.3943, 1.2903], [-0.4788, 0.9923, -0.6359], [-1.8758, 1.4069, -0.4343], [0.2493, 1.7878, -1.6437], [-0.3466, -0.4602, -0.8547], [6.0217, -1.5715, -3.3645], [5.6408, -2.6719, -2.8082], [6.6421, -1.8063, -4.4676], [5.0071, -0.8102, -3.5923], [7.1401, -0.7171, -2.1615], [7.2618, 0.6327, -2.7715], [6.4034, -0.6690, -0.8754], [8.4061, -1.5007, -2.1608], [4.5713, -3.7021, 2.1195], [4.7054, -2.9487, 1.5445], [3.7595, -4.1013, 1.8067], [-3.3573, 5.8951, 0.2266], [-3.3325, 5.0077, -0.1314], [-3.9227, 6.3806, -0.3741]]}



{"formula": "C3H4FIO", "method": "ωB97M-V with the def2-TZVPD basis set", "e_homo_ev": -9.5, "e_lumo_ev": -0.402, "relative_energy_kcal_mol": 44.1, "smiles": "O=C=CF.CI", "homo_lumo_gap_ha": 0.333, "elements": ["O", "C", "C", "F", "H", "C", "I", "H", "H", "H"], "xyz": [[1.7723, -1.2012, 0.1018], [0.8907, -1.3507, -0.6439], [0.1434, -1.7005, -1.6619], [-0.6153, -0.8120, -2.3726], [0.0118, -2.6868, -2.0236], [-0.5386, 1.3536, 1.3131], [0.2351, 3.3384, 1.3987], [-0.1286, 0.8969, 2.1854], [-0.1974, 0.7725, 0.3622], [-1.5734, 1.3898, 1.3407]]}



{"formula": "C3H4FN", "method": "ωB97M-V with the def2-TZVPD basis set", "e_homo_ev": [-8.9, -10.8], "e_lumo_ev": [-0.323, -0.819], "relative_energy_kcal_mol": 103.9, "homo_lumo_gap_ha": [0.313, 0.368], "elements": ["C", "C", "C", "N", "F", "H", "H", "H", "H"], "xyz": [[1.4718, -0.3859, -0.0206], [-1.0923, 0.0382, 0.6745], [0.3169, 0.4348, 0.1321], [2.3247, -1.1515, -0.0311], [0.3730, 1.7137, -0.2732], [-1.6439, -0.5590, -0.1207], [-1.5192, 0.9684, 0.6377], [-0.9851, -0.6811, 1.4813], [0.7541, -0.3777, -2.4799]]}



{"formula": "C3H4FN", "method": "ωB97M-V with the def2-TZVPD basis set", "e_homo_ev": -12.3, "e_lumo_ev": 0.503, "relative_energy_kcal_mol": 24.5, "smiles": "N#CCCF", "homo_lumo_gap_ha": 0.469, "elements": ["N", "C", "C", "C", "F", "H", "H", "H", "H"], "xyz": [[-2.8524, -0.2874, 0.2450], [-1.7847, 0.0947, 0.1762], [-0.0093, 0.6675, -0.0308], [0.8862, -0.5388, -0.1172], [2.0799, -0.2458, 0.5068], [-0.0659, 1.2853, -0.9139], [0.1349, 1.2326, 0.8820], [1.1351, -0.7992, -1.1512], [0.4762, -1.4088, 0.4032]]}



{"formula": "C3H4FN", "method": "ωB97M-V with the def2-TZVPD basis set", "e_homo_ev": -10.1, "e_lumo_ev": 0.969, "relative_energy_kcal_mol": 29.3, "smiles": "C=CF.C#N", "homo_lumo_gap_ha": 0.407, "elements": ["C", "C", "F", "H", "H", "H", "C", "N", "H"], "xyz": [[0.8351, -0.5298, -0.6595], [1.1676, -0.0589, 0.5339], [1.9679, 0.9576, 0.7724], [1.2237, -0.0044, -1.4460], [0.3238, -1.4655, -0.7861], [0.7521, -0.3832, 1.4343], [-1.9972, 0.4822, 0.0849], [-2.6735, -0.3990, -0.2512], [-1.5995, 1.4011, 0.3172]]}



{"formula": "C3H4FN2O", "method": "ωB97M-V with the def2-TZVPD basis set", "e_homo_ev": [-15.1, -15.1], "charge": 1, "e_lumo_ev": [-7.429, -7.428], "relative_energy_kcal_mol": 139.4, "homo_lumo_gap_ha": [0.283, 0.283], "elements": ["C", "C", "C", "N", "N", "O", "F", "H", "H", "H", "H"], "xyz": [[-0.3408, 0.3532, -0.9603], [0.1403, -0.6687, -0.1750], [0.2216, 1.1116, 1.0402], [-0.3497, 1.4232, -0.1424], [0.4977, -0.1665, 1.0388], [0.1349, -2.9887, -0.7977], [0.3532, 1.8781, 2.0802], [-0.8406, 0.2596, -1.8678], [-0.5426, 2.4814, -0.2811], [0.9441, -0.6240, 1.7636], [-0.2180, -3.0591, -1.6985]]}



{"formula": "C3H4FN3S", "method": "ωB97M-V with the def2-TZVPD basis set", "e_homo_ev": -8.2, "e_lumo_ev": -1.030, "relative_energy_kcal_mol": 137.7, "homo_lumo_gap_ha": 0.262, "elements": ["C", "C", "C", "N", "N", "N", "F", "S", "H", "H", "H", "H"], "xyz": [[-1.9207, -0.4160, -0.5870], [-1.5480, 0.3639, 0.6347], [1.2453, 0.1939, -1.3768], [-0.3463, 0.7705, 0.8324], [-2.4351, 0.7424, 1.6755], [2.3196, 0.5204, -2.0705], [-3.0682, -1.1234, -0.3815], [1.1261, 0.9166, 0.2738], [-3.4963, 0.7504, 1.6172], [-2.0980, 1.5371, 2.2062], [2.5465, 0.0127, -2.8910], [3.1980, 1.0149, -1.8254]]}



Record order is preserved below.
Total energy: -696.56018; -6636.45264; -589.42189; -271.13763; -271.26409; -271.25657; -400.86078; -778.81750 a.u.